Below is a single C14H22FNO2 molecule, with properties calculated with the ωB97M-V functional and the def2-TZVPD basis.

Summary:
relative energy (zero: lowest compared OMol25 entry of this formula, charge and spin) = 39.2 kJ/mol
highest occupied orbital energy = -0.30200 Ha
total charge = 0
maximum force = 0.0121 Eh/bohr
SMILES = CCN(CC)CCOCCOc1ccccc1F
Kohn-Sham gap = 9.05 eV
total energy = -851.71285 a.u.

Structure (XYZ):
```
40
C14H22FNO2, DFT the ωB97M-V functional and the def2-TZVPD basis
C -5.480 1.831 -1.641
H -4.886 2.648 -1.239
H -6.454 2.221 -1.923
H -4.981 1.450 -2.528
C -5.642 0.706 -0.620
N -4.363 0.093 -0.314
C -3.538 0.853 0.604
H -3.836 1.901 0.556
C -2.056 0.764 0.223
O -1.496 -0.414 0.774
C -0.308 -0.847 0.171
C 0.898 0.052 0.480
O 2.030 -0.592 -0.058
C 3.240 0.011 0.057
C 3.491 1.223 0.690
C 4.777 1.740 0.740
C 5.835 1.066 0.163
C 5.609 -0.145 -0.472
C 4.330 -0.655 -0.519
F 4.115 -1.833 -1.141
H 6.411 -0.700 -0.933
H 6.832 1.473 0.205
H 4.943 2.683 1.238
H 2.685 1.771 1.151
H 0.767 1.041 0.020
H 0.994 0.172 1.568
H -0.425 -0.923 -0.919
H -0.111 -1.843 0.574
H -1.525 1.646 0.609
H -1.969 0.747 -0.871
H -3.638 0.517 1.645
C -4.426 -1.325 -0.013
C -5.306 -1.719 1.180
H -4.959 -1.239 2.092
H -5.261 -2.795 1.324
H -6.342 -1.436 1.012
H -4.793 -1.833 -0.910
H -3.404 -1.657 0.174
H -6.283 -0.063 -1.056
H -6.147 1.096 0.279
```

Atom charges from the Löwdin analysis, given in e for atoms 1 to 2: number 1, C, carries -0.0871; number 2, H, carries 0.0599